No. 1
The following is a DFT calculation (the ωB97M-V functional and the def2-TZVPD basis) of C50H47BClF5LaN5O2S4Te as an isolated structure.

Properties
Net charge: -1
Lowest unoccupied orbital energy (spin up / spin down), hartree: 0.074 / 0.074
<S²>: 0.78
2S+1: 2

Last column: Mulliken charge in e.
Cartesian coordinates (Å):
La  0.10  -0.16  0.28  1.9335
S  4.52  -2.93  -2.68  -0.0360
C  5.87  -3.43  -3.62  -0.4605
C  6.64  -2.38  -4.02  -0.5796
C  6.14  -1.15  -3.58  -0.5718
C  4.99  -1.26  -2.82  0.7444
C  4.21  -0.21  -2.24  0.2713
C  3.06  -0.49  -1.49  -0.7262
N  2.23  0.42  -1.01  1.3474
C  2.53  1.74  -1.21  -0.5559
C  3.75  2.13  -1.85  0.8507
C  4.07  3.52  -1.94  -1.2160
C  3.24  4.46  -1.45  -1.1320
C  1.98  4.11  -0.89  0.9477
C  1.09  5.06  -0.43  -1.1552
C  -0.17  4.67  0.05  0.5071
C  -0.48  3.30  -0.01  -0.7382
N  0.36  2.37  -0.41  0.8167
C  1.61  2.73  -0.81  -0.5570
C  -1.12  5.62  0.56  0.4461
C  -2.23  5.41  1.35  -0.5091
C  -2.92  6.60  1.66  -0.5876
C  -2.35  7.71  1.12  -0.4468
S  -0.93  7.32  0.22  -0.2105
C  4.56  1.15  -2.38  -1.0316
H  6.02  -4.48  -3.81  0.4113
H  7.53  -2.49  -4.62  0.3912
H  6.62  -0.21  -3.79  0.3768
H  2.79  -1.52  -1.31  0.0235
H  5.01  3.79  -2.41  0.4062
H  3.49  5.51  -1.49  0.4238
H  1.37  6.11  -0.44  0.3769
H  -1.48  2.97  0.25  0.2301
H  -2.52  4.44  1.72  0.5268
H  -3.81  6.62  2.27  0.3893
H  -2.66  8.73  1.20  0.4239
H  5.45  1.44  -2.92  0.3145
F  0.39  -2.96  -3.80  -0.2845
B  0.01  -2.70  -2.55  0.0985
F  0.31  -1.40  -2.21  0.6207
F  1.91  -2.50  0.92  -0.1928
C  1.46  -1.45  1.74  -0.2986
F  2.59  -1.08  2.43  -0.2797
F  0.69  -2.12  2.70  -0.2448
Cl  -0.31  1.36  2.37  -0.6440
S  3.48  2.71  2.66  -0.3576
C  2.96  2.14  4.09  0.2928
N  1.99  1.24  4.26  0.4453
C  1.65  0.85  5.60  0.0485
C  2.12  1.97  6.52  -0.6612
S  3.59  2.65  5.68  -0.1534
H  1.32  1.10  3.49  -0.5757
H  2.15  -0.10  5.85  0.2032
H  0.57  0.69  5.67  -0.1549
H  2.40  1.62  7.51  0.4177
H  1.37  2.76  6.59  0.3214
C  0.12  1.18  -3.71  -0.8471
N  -1.32  1.01  -3.78  0.3061
C  -1.88  1.07  -5.11  -1.0083
C  -2.05  0.71  -2.71  -0.4477
O  -1.67  0.60  -1.56  -0.1004
H  0.64  0.32  -4.15  0.3376
H  0.40  1.28  -2.67  -0.1991
H  0.41  2.08  -4.26  0.5110
H  -1.60  0.18  -5.68  0.3431
H  -1.48  1.95  -5.63  0.2974
H  -2.96  1.15  -5.07  0.3199
H  -3.12  0.57  -2.96  0.1870
C  -6.61  -0.15  7.26  -1.5849
C  -5.64  -0.46  6.16  0.8021
C  -4.47  0.26  6.00  -1.2099
C  -3.56  -0.05  5.00  1.4225
C  -2.28  0.71  4.93  -1.1440
C  -3.83  -1.08  4.09  -0.7799
Te  -2.36  -1.54  2.51  0.7175
N  -1.03  -2.20  0.17  0.3890
C  -1.06  -3.31  -0.30  0.1583
O  -0.59  -3.55  -1.80  -0.9236
C  -1.49  -4.61  0.21  -0.1793
C  -2.05  -5.58  -0.62  -0.3531
C  -2.51  -6.77  -0.08  -0.7425
C  -2.43  -7.00  1.29  -0.3640
C  -1.87  -6.03  2.11  -0.9624
C  -1.39  -4.85  1.58  0.1394
C  -3.84  -1.50  0.99  0.5739
C  -4.21  -2.69  0.37  -0.3621
C  -5.10  -2.71  -0.67  -0.9077
C  -5.66  -1.53  -1.12  -1.0361
C  -5.29  -0.33  -0.52  -0.6043
C  -4.38  -0.30  0.53  0.3881
C  -3.98  1.00  1.15  -1.6360
C  -4.99  -1.83  4.27  1.5540
C  -5.32  -3.01  3.41  -1.5659
C  -5.88  -1.52  5.29  -0.9124
H  -6.38  0.81  7.72  0.3517
H  -6.56  -0.92  8.03  0.3128
H  -7.63  -0.12  6.88  0.3700
H  -4.26  1.08  6.68  0.3063
H  -2.20  1.40  5.77  0.4020
H  -2.22  1.28  4.00  -0.0398
H  -1.44  0.03  4.93  0.0009
H  -2.13  -5.39  -1.68  0.4872
H  -2.92  -7.53  -0.73  0.3994
H  -2.80  -7.92  1.72  0.4044
H  -1.79  -6.20  3.17  0.4561
H  -0.93  -4.11  2.21  0.6697
H  -3.78  -3.62  0.73  0.5435
H  -5.38  -3.65  -1.13  0.5062
H  -6.38  -1.53  -1.93  0.3685
H  -5.73  0.60  -0.87  0.4278
H  -4.50  1.84  0.69  0.4988
H  -2.90  1.14  1.02  0.2270
H  -4.20  0.98  2.22  0.2444
H  -4.40  -3.52  3.11  0.0232
H  -5.84  -2.70  2.52  0.2879
H  -5.95  -3.71  3.96  0.5087
H  -6.77  -2.11  5.42  0.4212

No. 2
The following is a DFT calculation (the ωB97M-V functional and the def2-TZVPD basis) of C50H47BaCl2F2N10O2 as an isolated structure.

Properties
Net charge: +1
Lowest unoccupied orbital energy, hartree: -0.133

Last column: Mulliken charge in e.
Cartesian coordinates (Å):
Ba  -0.49  1.21  0.12  -0.1594
C  -5.70  -3.80  -1.81  -1.7491
C  -4.54  -2.95  -1.37  1.0668
C  -3.45  -3.46  -0.73  -0.6068
C  -2.43  -2.62  -0.21  0.5366
C  -1.14  -2.89  0.28  -1.2428
N  -0.25  -3.83  0.02  0.0213
C  -0.24  -4.85  -1.02  -1.1013
C  0.73  -4.59  -2.19  0.1643
C  2.23  -4.34  -1.90  -1.3370
N  2.67  -3.00  -2.33  0.3194
C  3.33  -2.73  -3.41  -0.0890
C  3.54  -1.44  -4.04  1.0168
C  4.13  -1.38  -5.31  -1.3331
C  4.05  -0.22  -6.06  0.4309
C  4.69  -0.11  -7.41  -1.6881
C  3.36  0.88  -5.51  -0.3909
C  2.76  0.87  -4.26  0.8451
C  2.11  2.12  -3.69  -0.9882
N  0.91  2.52  -3.67  -0.4555
C  -0.20  1.81  -4.29  0.8446
C  -1.56  2.49  -4.08  -1.4339
C  -2.17  2.55  -2.67  -0.9485
N  -2.26  1.24  -2.01  0.8599
C  -3.38  0.65  -1.90  -1.0338
C  -3.54  -0.70  -1.30  0.7678
C  -4.53  -1.56  -1.71  -0.5585
C  -2.60  -1.19  -0.31  -0.4491
O  -1.92  -0.38  0.37  -0.2488
C  2.90  -0.31  -3.52  -1.0388
O  2.39  -0.48  -2.31  0.4596
H  -5.55  -4.84  -1.52  0.4148
H  -5.83  -3.77  -2.90  0.3488
H  -6.63  -3.47  -1.36  0.3554
H  -3.39  -4.53  -0.55  0.3857
H  -0.74  -2.12  0.93  0.8206
H  0.64  -3.65  0.46  0.4445
H  -1.24  -4.94  -1.43  0.2755
H  0.00  -5.81  -0.54  0.4770
H  0.35  -3.75  -2.77  -0.1426
H  0.65  -5.46  -2.83  0.6421
H  2.84  -5.07  -2.44  0.3275
H  2.48  -4.44  -0.84  0.5218
H  2.31  -2.21  -1.77  -0.0037
H  3.69  -3.60  -3.96  0.4199
H  4.62  -2.26  -5.72  0.4050
H  4.99  -1.09  -7.79  0.3934
H  5.58  0.51  -7.37  0.3389
H  4.01  0.34  -8.13  0.3992
H  3.29  1.79  -6.11  0.5251
H  2.83  2.78  -3.20  0.9102
H  -0.27  0.78  -3.95  -0.3956
H  -0.02  1.76  -5.37  0.5336
H  -2.27  1.99  -4.74  0.4100
H  -1.48  3.53  -4.43  0.4758
H  -3.17  3.00  -2.76  0.7054
H  -1.57  3.21  -2.04  0.0717
H  -4.29  1.09  -2.32  0.4117
H  -5.30  -1.18  -2.37  0.4489
N  1.94  1.42  3.56  0.2678
C  0.81  0.84  3.12  -0.4225
N  0.73  0.07  2.08  -0.5495
C  1.88  -0.11  1.28  0.3733
N  1.89  -0.48  0.04  -0.3246
N  0.78  -0.92  -0.69  0.7847
C  0.94  -0.49  -2.04  0.3554
C  0.15  -1.34  -3.07  -0.2311
C  0.41  -1.46  -4.44  0.3199
C  -0.41  -2.26  -5.23  -1.6049
C  -1.49  -2.90  -4.67  -1.3051
C  -1.71  -2.67  -3.32  -0.5090
N  -0.92  -1.93  -2.55  1.0151
C  3.18  0.29  1.86  0.5225
C  4.40  -0.06  1.29  -0.1130
C  5.59  0.45  1.80  -0.9412
C  5.56  1.30  2.90  -0.5281
C  4.36  1.64  3.49  -1.0745
C  3.18  1.12  2.98  -0.1226
H  1.90  2.05  4.35  0.2878
H  -0.08  1.05  3.69  0.2235
H  0.65  0.57  -2.21  -0.0610
H  1.18  -0.93  -4.95  0.8071
H  -0.19  -2.35  -6.29  0.5196
H  -2.16  -3.52  -5.24  0.5325
H  -2.57  -3.12  -2.83  0.0942
H  4.40  -0.70  0.43  0.4602
H  6.53  0.18  1.35  0.4401
H  6.48  1.71  3.30  0.4248
H  4.33  2.30  4.35  0.4396
Cl  -4.56  1.02  1.68  -0.1122
C  -4.30  0.15  3.19  -0.5068
Cl  -2.61  -0.31  3.47  -0.0751
H  -4.88  -0.76  3.16  0.3856
H  -4.60  0.79  4.01  0.3785
F  -2.83  5.17  4.08  -0.3601
C  -1.80  4.87  3.25  0.3937
C  -1.96  3.86  2.32  -0.9463
C  -0.93  3.50  1.43  -0.6303
C  0.27  4.26  1.54  1.0846
C  0.39  5.23  2.53  0.2707
F  1.57  5.89  2.72  -0.3646
C  -0.62  5.57  3.40  -0.8646
C  1.43  4.01  0.63  -0.1453
C  2.25  5.06  0.20  -0.7466
C  3.40  4.80  -0.51  -0.9182
C  3.72  3.48  -0.82  -1.3200
C  2.82  2.50  -0.45  -0.5249
N  1.70  2.74  0.25  1.3957
H  -2.92  3.36  2.30  0.4375
H  -0.49  6.33  4.15  0.5127
H  1.99  6.08  0.46  0.6240
H  4.05  5.61  -0.81  0.4384
H  4.63  3.22  -1.33  0.6342
H  3.00  1.46  -0.70  0.4776

Strongest force on any atom / hartree/bohr: 0.0712, 0.0792
Relative energy (zero: lowest compared OMol25 entry of this formula, charge and spin) / kcal per mole: 41.77, 16.14
Total energy / Ha: -5234.9054, -3776.8653